13
Properties=species:S:1:pos:R:3:forces:R:3 method="wB97M-V/def2-TZVPD" multiplicity=1 de_lowest_ev=5.698 homo_lumo_gap_ev="8.2 / 8.2" charge=0 homo_ev="-8.44 / -7.86" e_lumo_ev="-0.28 / 0.30"
C 0.007 -1.556 0.853 -0.6 -2.0 -5.1
C 0.212 1.460 -1.000 2.9 -1.9 -0.3
N -0.128 -0.195 0.426 0.0 0.2 1.4
O 0.240 0.029 -0.835 -0.2 -0.6 0.1
F -3.285 0.640 -1.049 0.3 0.2 0.7
F -3.314 -1.160 0.504 0.4 1.1 0.4
P -2.963 0.443 0.528 -0.5 -1.5 -1.0
H 0.916 -2.137 0.573 0.0 1.0 0.2
H -0.164 -1.616 1.842 -0.5 0.0 3.4
H -0.775 -2.234 0.330 0.7 1.0 0.7
H 0.575 1.518 -2.027 -0.1 0.9 0.2
H 0.872 1.841 -0.209 0.0 0.4 -0.7
H -0.740 1.794 -0.825 -2.5 1.0 0.0

=====

12
Properties=species:S:1:pos:R:3:forces:R:3 method="wB97M-V/def2-TZVPD" multiplicity=1 de_lowest_ev=6.486 homo_lumo_gap_ev=9.6 charge=0 homo_ev=-9.32 e_lumo_ev=0.32
C -0.181 -0.045 -2.537 -0.1 0.0 -0.1
C 0.888 -0.347 -1.540 -0.2 -0.4 0.6
N -0.351 0.871 4.080 -0.2 0.0 1.0
F 0.830 0.464 3.508 0.0 -0.2 -0.3
F -0.836 1.826 3.215 -0.2 -0.1 -0.3
P 0.767 -1.350 -0.208 0.5 0.3 -0.2
H -0.934 0.608 -2.093 0.0 0.1 -0.1
H 0.228 0.455 -3.411 -0.1 0.0 -0.1
H -0.690 -0.955 -2.855 0.0 0.0 0.0
H 1.834 0.160 -1.678 0.1 0.1 0.0
H -0.987 0.065 3.945 0.4 0.3 -0.5
H -0.567 -1.752 -0.426 -0.3 -0.1 -0.1

=====

Copy entry 2 word for word.
12
Properties=species:S:1:pos:R:3:forces:R:3 method="wB97M-V/def2-TZVPD" multiplicity=1 de_lowest_ev=6.486 homo_lumo_gap_ev=9.6 charge=0 homo_ev=-9.32 e_lumo_ev=0.32
C -0.181 -0.045 -2.537 -0.1 0.0 -0.1
C 0.888 -0.347 -1.540 -0.2 -0.4 0.6
N -0.351 0.871 4.080 -0.2 0.0 1.0
F 0.830 0.464 3.508 0.0 -0.2 -0.3
F -0.836 1.826 3.215 -0.2 -0.1 -0.3
P 0.767 -1.350 -0.208 0.5 0.3 -0.2
H -0.934 0.608 -2.093 0.0 0.1 -0.1
H 0.228 0.455 -3.411 -0.1 0.0 -0.1
H -0.690 -0.955 -2.855 0.0 0.0 0.0
H 1.834 0.160 -1.678 0.1 0.1 0.0
H -0.987 0.065 3.945 0.4 0.3 -0.5
H -0.567 -1.752 -0.426 -0.3 -0.1 -0.1